[1]
A molecular structure, C11H14BHgN7S. Source: the Open Molecules 2025 dataset; level of theory: ωB97M-V/def2-TZVPD.

**Electronic energy**: -37730.5100 eV
**Gap between HOMO and LUMO (spin up / spin down)**: 4.72 / 2.59 eV
**Total charge**: +2
**HOMO level (spin up / spin down)**: -0.5145 / -0.5146 hartree
**Relative energy (zero: lowest compared OMol25 entry of this formula, charge and spin)**: 0.0 kcal per mole

Each line ends with the natural charge from an NBO analysis.
Geometry (Å):
C (-0.47208, 2.90475, 0.66834)  0.01
N (-0.34901, 1.72505, 0.04998)  -0.49
N (0.06569, 1.90920, -1.23285)  -0.34
C (0.21395, 3.23172, -1.44645)  0.03
C (-0.11323, 3.89170, -0.26519)  -0.30
B (0.28490, 0.71054, -2.22766)  0.53
N (1.37960, -0.20677, -1.59471)  -0.25
N (1.28832, -0.58949, -0.28761)  -0.27
C (2.36270, -1.32835, 0.01783)  -0.01
C (3.17734, -1.42157, -1.13423)  0.01
C (2.51724, -0.69997, -2.13232)  0.11
Hg (-0.84641, -0.30694, 0.73502)  1.52
N (-1.05304, -0.12311, -2.20688)  -0.32
N (-1.62338, -0.59144, -1.05409)  -0.56
C (-2.77162, -1.26374, -1.33771)  0.02
C (-2.91001, -1.20938, -2.71328)  -0.30
C (-1.83388, -0.49427, -3.22254)  0.05
H (-3.39609, -1.71840, -0.54508)  0.25
H (-1.53434, -0.21977, -4.22405)  0.26
H (-3.68880, -1.64786, -3.28603)  0.27
H (0.56018, 1.08025, -3.33492)  0.02
H (2.73996, -0.48450, -3.16215)  0.28
H (0.54602, 3.55831, -2.42113)  0.25
H (4.09880, -1.94585, -1.23832)  0.27
H (-0.10128, 4.94542, -0.10202)  0.26
H (2.51235, -1.74049, 1.00751)  0.26
H (-0.78512, 2.96992, 1.71126)  0.25
H (-1.38601, -3.06079, 2.21303)  0.21
C (-0.69900, -2.42684, 2.81024)  -0.44
H (0.39496, -2.49295, 2.65301)  0.19
H (1.83584, -1.20146, 5.31192)  0.43
H (-1.10584, -1.71546, 3.55904)  0.23
S (-0.56033, 0.78477, 7.04828)  0.13
C (0.31800, -0.08119, 6.09789)  0.21
N (0.93363, -0.74107, 5.28583)  -0.77


[2]
A molecular structure, C24H26InN4S2Si. Source: the Open Molecules 2025 dataset; level of theory: ωB97M-V/def2-TZVPD.

**Electronic energy**: -65984.2800 eV
**Gap between HOMO and LUMO**: 6.03 eV
**Total charge**: +1
**HOMO level**: -0.3771 hartree
**Relative energy (zero: lowest compared OMol25 entry of this formula, charge and spin)**: 0.0 kcal per mole

Each line ends with the natural charge from an NBO analysis.
Geometry (Å):
C (0.69174, 1.70774, 4.35992)  -0.31
C (1.17075, 2.29283, 3.16509)  -0.32
C (0.03976, 2.66828, 2.36292)  -0.36
H (2.21588, 2.50671, 2.94171)  0.23
C (-1.13549, 2.32088, 3.10985)  -0.34
C (-0.73022, 1.73923, 4.33296)  -0.26
H (-1.39352, 1.43004, 5.14195)  0.22
H (1.29839, 1.36107, 5.19916)  0.22
H (0.06802, 3.26187, 1.44512)  0.24
H (-2.16123, 2.55904, 2.82253)  0.23
In (0.25152, 0.33579, 0.92480)  1.18
C (-0.99633, -2.44827, -2.65966)  -0.89
H (-2.07172, -2.45285, -2.43911)  0.22
H (-0.81297, -2.30112, -3.73082)  0.24
H (-0.50461, -3.34697, -2.27446)  0.21
Si (-0.18197, -0.71755, -1.50993)  0.99
C (1.53399, -0.64329, -2.27256)  -0.54
C (2.25411, 0.57153, -2.25686)  -0.23
H (1.87588, 1.42559, -1.68070)  0.21
C (3.43522, 0.70119, -2.99981)  -0.20
H (3.96501, 1.65591, -3.00149)  0.22
C (3.93108, -0.38238, -3.73582)  -0.20
H (4.84911, -0.27560, -4.31975)  0.23
C (3.24903, -1.60469, -3.70947)  -0.22
H (3.62712, -2.45510, -4.27980)  0.23
C (2.07669, -1.74604, -2.95677)  -0.13
H (1.54777, -2.70058, -2.94017)  0.21
C (-1.21669, 0.54431, -2.44667)  -0.42
C (-0.74568, 1.12548, -3.63620)  -0.23
H (0.25001, 0.87243, -4.00985)  0.23
C (-1.56050, 2.00099, -4.36954)  -0.19
H (-1.17439, 2.44257, -5.28884)  0.23
C (-2.85267, 2.30005, -3.92922)  -0.20
H (-3.48074, 2.98532, -4.50156)  0.23
C (-3.32629, 1.72233, -2.74501)  -0.19
H (-4.33276, 1.95109, -2.39461)  0.22
C (-2.52580, 0.83686, -2.01597)  -0.26
H (-2.92153, 0.33973, -1.12395)  0.18
H (-2.06240, -5.26558, -4.44334)  0.02
H (-1.96513, -4.70571, -3.95057)  -0.02
N (-3.24970, 0.53280, 1.74609)  -0.78
C (-2.53142, -0.34954, 2.46999)  0.31
N (-1.25156, -0.64826, 2.30787)  -0.64
C (-0.75583, -1.44033, 3.34812)  0.10
C (-1.73565, -1.79372, 4.25486)  -0.41
S (-3.24939, -1.07717, 3.88401)  0.46
C (0.65568, -1.46754, 3.49553)  0.19
C (1.40535, -1.79478, 4.61034)  -0.43
S (3.00219, -1.14983, 4.52643)  0.47
C (2.62024, -0.49844, 2.95736)  0.31
N (1.38842, -0.75204, 2.54400)  -0.65
N (3.47869, 0.32281, 2.31118)  -0.78
H (-4.24306, 0.54644, 1.95142)  0.42
H (-2.92844, 0.88410, 0.84578)  0.42
H (-1.54292, -2.40273, 5.12586)  0.26
H (0.99942, -2.32840, 5.45985)  0.26
H (4.42996, 0.33823, 2.66166)  0.42
H (3.32960, 0.46527, 1.31614)  0.41


[3]
A molecular structure, C5H8N2. Source: the Open Molecules 2025 dataset; level of theory: ωB97M-V/def2-TZVPD.

**Electronic energy**: -8290.2926 eV
**Gap between HOMO and LUMO**: 7.72 eV
**Total charge**: 0
**HOMO level**: -0.2605 hartree
**Relative energy (zero: lowest compared OMol25 entry of this formula, charge and spin)**: 108.5 kcal per mole

Each line ends with the natural charge from an NBO analysis.
Geometry (Å):
C (1.03915, 0.87048, -0.55270)  -0.57
C (1.06647, -1.66793, 0.50397)  -0.40
C (0.03072, -1.93798, -0.35881)  -0.10
N (-0.90040, -0.88881, -0.51810)  -0.57
C (-0.48147, 0.15489, 0.23852)  0.33
N (-1.37739, 1.22509, 0.48445)  -0.83
C (0.70815, -0.32099, 0.90707)  -0.18
H (0.45109, 1.71830, -0.92173)  0.23
H (1.93139, 1.26543, -0.06495)  0.24
H (1.31629, 0.17979, -1.34566)  0.24
H (-0.16848, -2.83877, -0.93606)  0.20
H (-1.62191, -0.80711, -1.22017)  0.41
H (-2.19448, 0.88021, 0.97927)  0.39
H (-0.93776, 1.92910, 1.06881)  0.38
H (1.13864, 0.23832, 1.73608)  0.22


[4]
8 unconnected molecules or ions with the total composition C45H76ClN7O11. Source: the Open Molecules 2025 dataset; level of theory: ωB97M-V/def2-TZVPD.

**Electronic energy**: -93373.6656 eV
**SMILES**: CCCCCCCCCc1c(COO)c(Cl)cc2c1C(=O)c1ccccc1C2=O.CNC(C)=O.CNC(C)=O.CNC(C)=O.CNC(C)=O.CNC(C)=O.CNC(C)=O.CNC(C)=O
**Gap between HOMO and LUMO**: 8.77 eV
**Total charge**: 0
**HOMO level**: -0.3235 hartree

Each line ends with the Mulliken charge.
Geometry (Å):
C (0.67457, -4.82263, -0.58107)  -1.12
C (0.47464, -3.33236, -0.94968)  0.23
C (-0.73547, -2.67451, -0.23535)  -0.35
C (-1.28002, -1.51991, -1.09150)  -0.28
C (-2.17326, -2.01145, -2.24472)  -1.18
C (-2.50441, -0.87358, -3.23296)  0.43
C (-2.12740, -1.19750, -4.71961)  -0.99
C (-1.04726, -0.18746, -5.11834)  0.01
C (-0.32723, -0.45952, -6.46804)  -1.20
C (1.00152, -1.14543, -6.17347)  0.26
C (1.30900, -2.46021, -6.59803)  -0.12
C (0.29774, -3.21668, -7.44195)  -1.61
O (-0.80963, -3.66667, -6.68774)  -0.17
O (-0.31448, -4.49252, -5.63799)  -0.36
C (2.54780, -2.99791, -6.24102)  1.15
Cl (2.92985, -4.63042, -6.77450)  -0.26
C (3.48682, -2.33003, -5.46817)  -1.20
C (3.18399, -1.04656, -5.04585)  0.77
C (1.96484, -0.46457, -5.42212)  0.56
C (1.73882, 0.95998, -4.94268)  0.00
O (1.25699, 1.81621, -5.63680)  -0.58
C (2.20956, 1.19788, -3.53463)  1.06
C (1.42436, 1.96403, -2.68084)  -0.53
C (1.87114, 2.11985, -1.36288)  -0.82
C (3.06667, 1.52486, -0.96689)  -1.20
C (3.85097, 0.76280, -1.83814)  -1.59
C (3.40503, 0.59440, -3.14449)  1.09
C (4.11818, -0.24314, -4.17104)  -0.15
O (5.31392, -0.26779, -4.29131)  -0.57
H (0.93416, -5.41848, -1.46068)  0.36
H (1.50876, -4.92766, 0.11645)  0.29
H (-0.24440, -5.19776, -0.14549)  0.21
H (1.37622, -2.73216, -0.80498)  0.32
H (0.26864, -3.29032, -2.02699)  -0.31
H (-0.35245, -2.29996, 0.72078)  -0.08
H (-1.49545, -3.42246, -0.00041)  0.44
H (-0.43587, -0.96134, -1.51146)  0.06
H (-1.83034, -0.83531, -0.43979)  0.30
H (-3.10765, -2.34410, -1.77637)  0.18
H (-1.72311, -2.88488, -2.72221)  0.56
H (-1.89994, -0.01833, -2.91870)  -0.53
H (-3.54787, -0.55148, -3.16680)  0.87
H (-3.01686, -1.09394, -5.34283)  0.32
H (-1.75914, -2.22202, -4.73057)  0.14
H (-1.44406, 0.83083, -5.11163)  0.27
H (-0.31522, -0.20800, -4.30512)  -0.28
H (-0.11826, 0.47695, -6.98007)  0.50
H (-0.95949, -1.06280, -7.11462)  0.44
H (0.77335, -4.02228, -8.00183)  0.55
H (-0.09328, -2.51765, -8.18166)  0.44
H (-0.38511, -3.93567, -4.84931)  0.39
H (4.42399, -2.80351, -5.21081)  0.55
H (0.49443, 2.38325, -3.03602)  0.41
H (1.24512, 2.68416, -0.68566)  0.77
H (3.36295, 1.66114, 0.06549)  1.03
H (4.76130, 0.28655, -1.49796)  0.47
C (-5.01959, 3.00722, -1.42873)  -1.07
N (-3.80796, 2.25828, -1.73392)  0.06
C (-2.52897, 2.57092, -1.41681)  0.88
C (-2.29177, 3.84951, -0.64916)  -1.53
O (-1.60516, 1.83573, -1.74657)  -0.26
H (-5.68679, 2.38364, -0.83194)  0.30
H (-5.52476, 3.27126, -2.35586)  0.31
H (-4.79893, 3.91225, -0.88203)  0.34
H (-3.89470, 1.39406, -2.24491)  0.11
H (-1.22571, 3.96408, -0.47204)  0.10
H (-2.64403, 4.70850, -1.22116)  0.43
H (-2.80534, 3.81775, 0.31268)  0.38
C (3.09643, -1.88335, 2.73594)  -0.93
N (2.86957, -0.57452, 2.15082)  0.00
C (2.49950, 0.57413, 2.77823)  1.02
C (2.28839, 0.51443, 4.26986)  -1.43
O (2.34599, 1.60350, 2.13535)  -0.59
H (4.12171, -2.20119, 2.53751)  0.32
H (2.41445, -2.60826, 2.28707)  0.20
H (2.93576, -1.86596, 3.80837)  0.38
H (2.98771, -0.47103, 1.15455)  0.12
H (1.99756, 1.49784, 4.62565)  0.29
H (1.49570, -0.19433, 4.51396)  0.27
H (3.20901, 0.22310, 4.77710)  0.37
C (4.72901, 6.35813, -1.70626)  -0.93
N (3.41658, 5.78037, -1.49012)  -0.09
C (2.47155, 6.14944, -0.58571)  0.94
C (2.79338, 7.30545, 0.33108)  -1.42
O (1.40902, 5.55336, -0.53143)  -0.60
H (4.80542, 6.72156, -2.73256)  0.30
H (5.49484, 5.59635, -1.54953)  0.28
H (4.91095, 7.18398, -1.02712)  0.35
H (3.13724, 5.00072, -2.06650)  0.13
H (1.94673, 7.47431, 0.98910)  0.27
H (3.66974, 7.07856, 0.93943)  0.37
H (2.97532, 8.21293, -0.24617)  0.38
C (-0.08388, -8.97188, 3.14218)  -0.90
N (-0.36799, -7.80353, 2.33250)  -0.17
C (-0.79451, -6.57615, 2.74556)  0.77
C (-1.00754, -6.36593, 4.22413)  -0.99
O (-0.98889, -5.68906, 1.93006)  -0.55
H (0.95708, -9.27120, 3.00386)  0.29
H (-0.72684, -9.79873, 2.83381)  0.29
H (-0.25389, -8.76843, 4.19346)  0.34
H (-0.24565, -7.87267, 1.33475)  0.22
H (-1.34584, -5.34071, 4.38318)  -0.03
H (-1.76961, -7.04874, 4.60334)  0.40
H (-0.07098, -6.52482, 4.76459)  0.36
C (7.75242, 1.75437, 5.86756)  -0.86
N (6.34353, 1.42880, 5.99195)  -0.12
C (5.70995, 0.81254, 7.02514)  0.84
C (6.54829, 0.40204, 8.21141)  -1.35
O (4.50729, 0.60697, 6.97944)  -0.63
H (7.87009, 2.83246, 5.74659)  0.29
H (8.16721, 1.25842, 4.98850)  0.29
H (8.30683, 1.43705, 6.74368)  0.33
H (5.72811, 1.67849, 5.23373)  0.18
H (5.90475, -0.07226, 8.94561)  0.30
H (7.31773, -0.30915, 7.90862)  0.36
H (7.01779, 1.27388, 8.66846)  0.37
C (-9.41493, 4.79047, 1.83762)  -0.84
N (-8.62011, 4.52282, 0.65297)  -0.15
C (-7.58453, 5.24715, 0.15327)  0.80
C (-7.18217, 6.49562, 0.89992)  -1.36
O (-7.01108, 4.88672, -0.86319)  -0.63
H (-9.32940, 3.95405, 2.53324)  0.28
H (-10.46335, 4.90420, 1.55746)  0.29
H (-9.08461, 5.69549, 2.33499)  0.32
H (-8.83771, 3.70405, 0.10753)  0.23
H (-6.34870, 6.95926, 0.38147)  0.30
H (-8.01026, 7.20436, 0.93446)  0.38
H (-6.86997, 6.25048, 1.91586)  0.38
C (-4.38710, -0.76875, 4.89550)  -0.87
N (-4.04769, -2.17386, 4.77334)  -0.17
C (-2.93558, -2.72426, 4.21761)  0.65
C (-1.90136, -1.78667, 3.64428)  -1.07
O (-2.79116, -3.93604, 4.18617)  -0.65
H (-4.51178, -0.51146, 5.94893)  0.28
H (-5.32640, -0.57167, 4.37554)  0.28
H (-3.61242, -0.14045, 4.47021)  0.34
H (-4.69583, -2.85535, 5.13432)  0.25
H (-1.08488, -2.37719, 3.23874)  0.13
H (-2.33049, -1.18795, 2.83981)  0.35
H (-1.50940, -1.12748, 4.42072)  0.43


[5]
C5H8N2O in the gas phase. Source: the Open Molecules 2025 dataset; level of theory: ωB97M-V/def2-TZVPD.

**Electronic energy**: -10340.1230 eV
**SMILES**: CC(=O)[C@@H]1C=NNC1
**Gap between HOMO and LUMO**: 9.42 eV
**Total charge**: 0
**HOMO level**: -0.3149 hartree
**Relative energy (zero: lowest compared OMol25 entry of this formula, charge and spin)**: 60.0 kcal per mole

Each line ends with the natural charge from an NBO analysis.
Geometry (Å):
C (0.20113, 2.27702, 0.78621)  -0.70
C (-0.12661, 0.77959, 0.84360)  0.59
O (-0.72251, 0.36977, 1.81971)  -0.56
C (0.41225, -0.16241, -0.13859)  -0.40
C (-0.36792, -0.07685, -1.50403)  -0.02
N (-0.81076, -1.24351, -1.72515)  -0.20
N (-0.45052, -2.21853, -0.93079)  -0.42
C (0.25958, -1.64671, 0.24650)  -0.27
H (1.21979, 2.39490, 0.47792)  0.22
H (0.05593, 2.63601, 1.74250)  0.24
H (-0.46292, 2.80447, -0.02761)  0.23
H (1.50728, 0.30025, -0.32275)  0.23
H (-0.36884, 0.84122, -2.10201)  0.22
H (-1.14371, -2.97742, -0.68253)  0.39
H (1.17099, -2.27614, 0.32581)  0.21
H (-0.37316, -1.80165, 1.19122)  0.23


[6]
2 unconnected molecules or ions with the total composition CH3NO4S. Source: the Open Molecules 2025 dataset; level of theory: ωB97M-V/def2-TZVPD.

**Electronic energy**: -21593.1047 eV
**Gap between HOMO and LUMO (spin up / spin down)**: 3.68 / 2.94 eV
**Total charge**: 0
**HOMO level (spin up / spin down)**: -0.2923 / -0.2805 hartree
**Relative energy (zero: lowest compared OMol25 entry of this formula, charge and spin)**: 127.2 kcal per mole

Each line ends with the natural charge from an NBO analysis.
Geometry (Å):
C (-1.30270, 0.47589, 0.04127)  -0.77
N (2.98520, 1.03763, 0.11560)  0.47
O (1.89407, 0.55598, 0.08332)  -0.32
O (4.04440, 0.75745, -0.33098)  -0.27
O (-1.07198, -1.93020, 1.20997)  -0.83
O (-1.59244, -1.88988, -1.21113)  -0.83
S (-0.83052, -1.35534, -0.09816)  1.80
H (-2.25331, 0.60448, -0.46229)  0.25
H (-1.35161, 0.70142, 1.09774)  0.25
H (-0.52112, 1.04257, -0.44533)  0.25


Q: Among the records above, which one has the highest electronic energy?
A: C5H8N2